[1]
18
Properties=species:S:1:pos:R:3:forces:R:3 method="wB97M-V/def2-TZVPD" largest_force_ev_per_a=3.98 e_above_lowest_kcal_mol=100.36 e_homo_ev=-8.26
C -0.571 0.045 1.488 0.6 -0.6 -2.9
H -0.954 -1.931 -1.487 -0.7 0.6 0.6
H 2.241 0.550 1.221 0.1 0.1 0.3
S -0.136 1.570 -2.122 0.4 -0.3 -2.5
H -2.365 -1.148 -0.445 2.1 -1.3 -0.1
C -1.286 -1.618 -0.457 -0.7 -0.9 -0.6
H -1.217 -2.651 0.071 -0.1 2.2 -0.1
H -0.202 1.052 1.432 0.3 0.4 0.5
H 2.689 1.305 -0.344 -0.5 0.3 -0.2
H -0.061 -0.579 2.205 0.3 -0.2 0.2
C 2.590 0.385 0.214 -0.9 -0.7 -0.6
C -0.362 -0.514 0.009 -0.8 2.4 0.1
H -0.584 0.877 -3.314 0.6 0.8 1.5
H -1.618 0.085 1.699 -0.7 -0.1 0.1
O -0.990 0.886 -0.996 -0.1 -2.7 2.9
H 3.596 -0.052 0.202 -0.5 -0.5 0.0
S 1.378 -0.862 -0.624 0.2 1.9 -0.1
O 1.631 -2.121 0.064 0.5 -1.7 0.8

***

[2]
17
Properties=species:S:1:pos:R:3:forces:R:3 method="wB97M-V/def2-TZVPD" largest_force_ev_per_a=4.17 e_above_lowest_kcal_mol=0.00 smiles=O[Si]1(O)CCCC1 e_homo_ev=-9.58
H 2.894 0.387 1.618 -0.9 0.9 -1.0
H 2.970 -0.643 -1.488 2.1 1.0 -1.8
C 0.035 1.143 -0.887 1.0 -0.7 1.7
C -1.181 0.769 -0.063 -3.2 -0.6 -2.6
Si 1.399 0.029 -0.029 -2.1 -0.2 0.1
H 0.111 2.191 -0.814 0.8 1.4 0.2
H -0.199 0.987 -1.907 0.2 -0.7 -1.2
O 2.330 -0.968 -0.925 -1.7 -1.1 1.3
H -2.129 0.927 -0.763 1.6 0.2 1.4
H 0.112 -0.759 1.809 -0.6 0.6 1.9
H -2.224 -0.960 0.512 0.2 -0.8 0.6
C 0.106 -1.154 0.843 0.7 -0.4 -2.5
O 2.343 0.933 0.992 0.7 -0.9 0.9
H -1.331 -1.063 -0.948 0.5 -1.0 -0.6
C -1.241 -0.793 0.081 1.0 2.0 1.7
H -1.375 1.435 0.780 0.4 -0.6 0.4
H 0.506 -2.199 0.929 -0.8 0.8 -0.4

***

[3]
17
Properties=species:S:1:pos:R:3:forces:R:3 method="wB97M-V/def2-TZVPD" total_charge=+1 largest_force_ev_per_a=5.40 e_homo_ev="-11.18 / -14.18" multiplicity=5
O 2.018 2.742 -2.058 0.8 -0.3 2.1
H 3.687 3.428 -1.116 0.1 -1.1 0.8
C 2.133 0.755 -3.403 4.9 -2.0 -1.2
C 1.830 -0.883 -1.642 0.2 -0.9 -0.2
H 0.222 0.874 -4.420 0.4 -0.3 -0.2
C 1.248 1.257 -4.513 0.1 1.4 0.0
H 3.367 1.279 -3.178 -4.3 -1.3 -0.7
H 1.410 -1.696 -2.250 0.2 0.0 0.3
H 1.718 1.010 -5.474 -0.4 -0.2 0.2
C 3.288 2.732 -1.867 -2.3 4.2 -1.7
H 2.924 -0.979 -1.614 -0.3 0.2 0.0
H 1.445 -0.921 -0.618 0.0 0.0 -0.2
O 1.419 0.338 -2.243 0.2 0.5 -0.1
H 2.650 -0.141 -3.780 -0.9 -0.4 0.0
H 1.148 2.350 -4.521 0.0 -0.1 0.1
H 3.777 2.875 -2.843 0.8 -0.9 0.4
V 0.412 1.805 -1.339 0.4 1.1 0.2

***

[4]
17
Properties=species:S:1:pos:R:3:forces:R:3 method="wB97M-V/def2-TZVPD" largest_force_ev_per_a=5.47 e_above_lowest_kcal_mol=76.12 smiles="O=CCCCO.O" e_homo_ev=-10.13
H -2.124 2.031 -0.064 0.1 -1.2 -0.5
H -1.710 0.055 1.463 0.4 1.1 0.5
H -0.621 -0.509 -1.094 0.1 1.4 -0.3
H 2.011 -0.602 -0.959 1.4 -0.2 0.4
C -1.339 2.108 0.696 -1.2 1.5 1.1
O 0.992 -4.459 -0.983 0.8 3.3 0.3
H 0.381 -1.068 0.945 -0.5 2.5 0.4
H 0.079 -4.159 -1.117 0.1 -0.5 0.0
C 0.297 0.117 0.794 2.4 -2.5 -2.2
H 0.297 1.268 -1.213 -0.6 -2.3 0.4
O 1.363 -0.621 -1.646 -2.7 1.7 2.1
C -0.886 0.817 1.505 -1.0 -0.8 -5.3
H 1.311 0.498 1.129 -1.2 -0.1 -0.3
H 1.434 -3.522 -0.895 -0.9 -2.8 -0.3
C 0.235 0.155 -0.841 1.0 0.0 -0.3
H -0.549 1.088 2.407 0.7 0.9 3.7
O -1.149 3.296 0.938 1.0 -2.1 0.5

***

It is found that the calculated total energy values, taken in the order of the records, are -1105.121051; -598.455833; -1252.425367; -384.028311 a.u..